Entry 1:
Here is 2 unconnected molecules or ions with the total composition C4H2O2P from the Open Molecules 2025 dataset. Energies are from the ωB97M-V functional and the def2-TZVPD basis.

The charge is -1. As for the spin multiplicity: 1. As for the orbital gap (spin up / spin down): 5.80 / 5.80 eV. The value obtained for the highest occupied orbital energy (spin up / spin down) is -4.0 / -4.0 eV. The calculation puts the relative energy (zero: lowest compared OMol25 entry of this formula, charge and spin) at 3.419 eV.

Last column: Löwdin charge in e.
Positions of all 9 atoms, in Å:
C1 1.41 1.55 0.71  0.086
C2 -1.40 -0.25 -3.00  -0.402
C3 1.00 0.57 1.27  -0.198
C4 -1.39 -0.66 -1.85  -0.402
O1 0.78 -2.04 1.92  -0.319
O2 -1.03 -0.46 2.92  -0.351
P1 0.02 -0.79 1.86  0.599
H1 1.76 2.45 0.33  0.019
H2 -1.15 -0.36 -4.16  -0.033



Entry 2:
Here is a molecular structure, C4H2O2Y from the Open Molecules 2025 dataset. Energies are from the ωB97M-V functional and the def2-TZVPD basis.

The charge is +2. As for the spin multiplicity: 2. As for the orbital gap (spin up / spin down): 7.33 / 6.82 eV. The value obtained for the highest occupied orbital energy (spin up / spin down) is -18.3 / -18.3 eV. As for the expectation value of S²: 0.760. The calculation puts the relative energy (zero: lowest compared OMol25 entry of this formula, charge and spin) at 4.256 eV.

Last column: Löwdin charge in e.
Positions of all 9 atoms, in Å:
H1 -1.97 1.62 1.00  0.088
C1 -1.03 1.28 0.59  0.102
C2 0.05 0.67 0.50  -0.155
C3 2.48 0.52 -0.42  0.266
C4 1.35 0.63 0.00  -0.099
H2 3.49 0.30 -0.70  0.095
O1 -1.86 -2.35 0.20  -0.177
O2 -0.58 -1.96 0.03  -0.166
Y1 -1.94 -0.71 -1.19  2.047



Entry 3:
Here is a single C4H2O4 molecule from the Open Molecules 2025 dataset. Energies are from the ωB97M-V functional and the def2-TZVPD basis.

The structure (SMILES) is O=c1ccoc(=O)o1. The charge is 0. As for the spin multiplicity: 1. As for the orbital gap: 9.80 eV. The value obtained for the highest occupied orbital energy is -10.7 eV. The calculation puts the relative energy (zero: lowest compared OMol25 entry of this formula, charge and spin) at 1.330 eV.

Last column: Löwdin charge in e.
Positions of all 10 atoms, in Å:
O1 2.09 0.11 1.47  0.153
C1 1.10 0.08 0.76  -0.237
C2 0.13 -1.10 0.67  0.047
C3 -1.11 -0.76 0.13  0.033
O2 -1.33 0.64 -0.40  -0.042
C4 -0.09 1.37 -1.00  -0.454
O3 -0.15 1.96 -2.13  0.104
O4 0.93 1.08 -0.39  0.170
H1 0.41 -2.01 1.08  0.088
H2 -1.99 -1.38 -0.18  0.139



Which of these has the highest charge? C4H2O2Y



Which of these has the lowest relative energy (zero: lowest compared OMol25 entry of this formula, charge and spin)? C4H2O4



Please write out number 2 again, unchanged.
Here is a molecular structure, C4H2O2Y from the Open Molecules 2025 dataset. Energies are from the ωB97M-V functional and the def2-TZVPD basis.

The charge is +2. As for the spin multiplicity: 2. As for the orbital gap (spin up / spin down): 7.33 / 6.82 eV. The value obtained for the highest occupied orbital energy (spin up / spin down) is -18.3 / -18.3 eV. As for the expectation value of S²: 0.760. The calculation puts the relative energy (zero: lowest compared OMol25 entry of this formula, charge and spin) at 4.256 eV.

Last column: Löwdin charge in e.
Positions of all 9 atoms, in Å:
H1 -1.97 1.62 1.00  0.088
C1 -1.03 1.28 0.59  0.102
C2 0.05 0.67 0.50  -0.155
C3 2.48 0.52 -0.42  0.266
C4 1.35 0.63 0.00  -0.099
H2 3.49 0.30 -0.70  0.095
O1 -1.86 -2.35 0.20  -0.177
O2 -0.58 -1.96 0.03  -0.166
Y1 -1.94 -0.71 -1.19  2.047